19
Properties=species:S:1:pos:R:3:forces:R:3 method="wB97M-V/def2-TZVPD" total_charge=-1 gap_ev="6.63 / 6.63" e_above_lowest_ev=3.7962 fmax_ev_per_a=2.1 total_energy_ev=-27459.69548
I -1.754 -4.024 0.298 -0.1 -0.3 0.2
Si -0.323 2.020 -0.905 0.2 2.1 0.2
O 0.832 -3.003 -1.902 1.4 -0.2 0.7
O -1.194 -2.636 -2.903 -1.4 0.3 -0.8
C -0.537 -0.838 0.076 -0.1 0.0 -0.4
C 0.605 1.487 1.801 0.1 0.3 0.3
C -0.040 2.291 0.958 -0.5 -0.8 -0.7
C -1.024 -0.011 -0.776 0.3 -0.9 0.9
C 0.654 -0.874 0.894 0.6 0.3 0.1
C 1.156 0.160 1.583 0.2 -0.4 0.0
C -0.207 -2.830 -2.355 0.1 0.0 -0.1
H 1.148 -1.838 0.953 -0.1 0.0 0.0
H 2.044 -0.042 2.179 -0.1 -0.1 0.0
H -1.106 -1.825 0.131 -0.5 -0.1 0.0
H -1.677 2.386 -1.338 -0.2 0.1 -0.2
H -0.418 3.227 1.349 0.0 0.2 0.1
H 0.700 1.173 -1.552 0.0 -0.4 0.0
H 0.793 1.842 2.816 0.0 0.1 -0.1
H 0.347 3.335 -1.304 0.1 0.0 -0.1